Entry from OMol25: C5H8O as an isolated structure (wB97M-V/def2-TZVPD).

Geometry as ORCA input:
```
! RIJCOSX wB97M-V def2-TZVPD def2/J DEFGRID3
* xyz 0 1
H -1.825 0.411 0.136
C 0.158 1.067 0.823
H -1.282 -1.792 -0.294
H 1.102 0.084 -0.856
C -0.179 -0.126 -1.192
C 1.069 -0.076 0.410
O 0.557 -1.359 0.633
H 0.681 2.022 0.697
C -0.247 -1.515 -0.542
H 2.126 -0.019 0.696
H -1.194 1.793 -0.768
H -0.166 0.988 1.867
C -0.909 0.866 -0.261
H 0.190 -2.314 -1.155
*
```

The value obtained for the relative energy (zero: lowest compared OMol25 entry of this formula, charge and spin) is 119.81 kcal per mole. Its LUMO energy is 0.48 eV. For the molecular weight, the calculation gives 84.1 g mol⁻¹.

Entry from OMol25: one molecule with the formula C5H8O (wB97M-V/def2-TZVPD).

Geometry as ORCA input:
```
! RIJCOSX wB97M-V def2-TZVPD def2/J DEFGRID3
* xyz 0 1
C 0.073 1.898 -0.267
C -0.981 -0.823 -0.159
H -0.874 -1.216 0.843
H 0.139 2.158 -1.338
C 1.568 -1.654 0.434
H -0.521 -1.431 -0.927
H -2.069 -0.917 -0.363
H 1.480 -2.120 1.414
O -1.162 2.319 0.270
H 1.834 -2.306 -0.396
C 1.219 -0.401 0.233
H -1.769 1.590 0.091
C 0.219 0.391 -0.064
H 0.844 2.510 0.229
*
```

The value obtained for the relative energy (zero: lowest compared OMol25 entry of this formula, charge and spin) is 93.56 kcal per mole. Its LUMO energy is 0.69 eV. The SMILES is C=C=C(C)CO. For the molecular weight, the calculation gives 84.1 g mol⁻¹.

Entry from OMol25: C5H8O as an isolated structure (wB97M-V/def2-TZVPD).

Geometry as ORCA input:
```
! RIJCOSX wB97M-V def2-TZVPD def2/J DEFGRID3
* xyz 0 1
O 1.146 -0.004 -1.211
H 0.233 -1.738 1.524
H 1.850 -1.674 -0.292
C -0.868 0.042 0.999
C -1.661 -0.288 -0.008
H -1.484 -0.357 -1.059
C 0.854 1.291 -0.804
H -0.129 1.633 -1.079
H 1.647 1.912 -1.201
C 1.162 -0.845 -0.149
C 0.098 -0.970 0.769
H -1.254 0.316 1.966
H 1.190 1.100 0.329
H -2.703 -0.251 0.285
*
```

The value obtained for the relative energy (zero: lowest compared OMol25 entry of this formula, charge and spin) is 116.08 kcal per mole. Its LUMO energy is 0.92 eV. For the molecular weight, the calculation gives 84.1 g mol⁻¹.

Entry from OMol25: one molecule with the formula C5H8O (wB97M-V/def2-TZVPD).

Geometry as ORCA input:
```
! RIJCOSX wB97M-V def2-TZVPD def2/J DEFGRID3
* xyz 0 1
O -1.960 -0.945 -0.256
H -2.453 1.050 -0.574
C 0.407 -0.458 -0.617
C -2.204 0.372 0.248
C 2.378 0.744 0.398
H -3.054 0.290 0.929
C -0.763 -1.192 -0.811
H 3.237 1.090 -0.190
H 2.690 -0.142 0.974
H 0.492 -1.590 -0.078
H -0.802 -2.086 -1.434
C 1.184 0.556 -0.475
H 2.175 1.552 1.112
H -1.326 0.758 0.773
*
```

The value obtained for the relative energy (zero: lowest compared OMol25 entry of this formula, charge and spin) is 127.32 kcal per mole. Its LUMO energy is 0.56 eV. For the molecular weight, the calculation gives 84.1 g mol⁻¹.

Entry from OMol25: one molecule with the formula C5H8O (wB97M-V/def2-TZVPD).

Geometry as ORCA input:
```
! RIJCOSX wB97M-V def2-TZVPD def2/J DEFGRID3
* xyz 0 1
C 1.577 0.190 0.511
H 2.370 -0.446 0.896
H -1.322 -1.367 0.364
H -0.144 0.562 1.850
C 0.282 0.927 0.914
C -1.530 -0.553 -0.336
H -0.558 1.222 -1.119
H 0.291 2.027 0.943
H -1.749 -0.999 -1.314
H -2.431 -0.032 0.003
H 1.464 -0.403 -1.720
O 1.097 -1.269 0.189
C -0.345 0.405 -0.428
C 0.998 -0.264 -0.754
*
```

The value obtained for the relative energy (zero: lowest compared OMol25 entry of this formula, charge and spin) is 79.85 kcal per mole. Its LUMO energy is 1.18 eV. The SMILES is C[C@H]1C[C@H]2O[C@@H]12. For the molecular weight, the calculation gives 84.1 g mol⁻¹.

Entry from OMol25: one molecule with the formula C5H8O (wB97M-V/def2-TZVPD).

Geometry as ORCA input:
```
! RIJCOSX wB97M-V def2-TZVPD def2/J DEFGRID3
* xyz 0 1
H -1.220 1.667 -0.025
H 2.184 0.208 -0.272
H -1.763 -1.202 0.319
H 0.571 -1.781 -1.250
H 0.798 2.001 1.121
C 1.114 0.169 -0.303
C -1.072 -0.605 -0.290
C -0.858 0.743 0.400
O -0.557 0.550 1.746
H -1.512 -0.493 -1.288
C 0.370 -1.165 -0.361
C 0.529 0.959 0.920
H 0.792 0.703 -1.237
H 0.624 -1.755 0.522
*
```

The value obtained for the relative energy (zero: lowest compared OMol25 entry of this formula, charge and spin) is 68.33 kcal per mole. Its LUMO energy is 1.09 eV. The SMILES is C1C[C@@H]2O[C@@H]2C1. For the molecular weight, the calculation gives 84.1 g mol⁻¹.

| no. | frontier orbital gap (eV) |
| --- | --- |
| 1 | 8.361 |
| 2 | 10.127 |
| 3 | 8.607 |
| 4 | 7.873 |
| 5 | 10.888 |
| 6 | 10.244 |